Record 1
A gas-phase ion, C7H14N3 (charge +1), computed with ωB97M-V/def2-TZVPD.

## Properties
SMILES: C/N=C/C=[N+]=NC(C)(C)C
Total charge: +1
2S+1: 1
Kohn-Sham gap in eV: 8.6
LUMO in eV: -5.320

Last column: natural (NBO) charge in e.
CARTESIAN COORDINATES (ANGSTROEM)
C1 2.9772 -1.0661 -0.9086  -0.44
N1 2.2613 -0.0761 -0.0876  -0.35
C2 2.6917 1.1244 0.0486  0.06
C3 1.8449 2.1530 0.7168  -0.04
N2 0.7098 1.6724 0.8979  0.12
N3 0.0130 0.7128 0.9302  0.13
C4 -1.2065 0.1496 0.2618  0.09
C5 -1.4811 -1.3061 0.4926  -0.62
C6 -1.0750 0.5047 -1.2519  -0.62
C7 -2.4918 0.9507 0.7599  -0.60
H1 2.5358 -1.0839 -1.8285  0.22
H2 4.0250 -0.8537 -1.2557  0.20
H3 2.9881 -2.0229 -0.4436  0.23
H4 3.6903 1.3656 -0.1436  0.21
H5 2.1105 3.0866 1.1458  0.27
H6 -1.5094 -1.4306 1.6614  0.23
H7 -2.4405 -1.4385 0.1444  0.24
H8 -0.8198 -2.2075 0.1262  0.26
H9 -1.2137 1.6148 -1.4301  0.22
H10 -0.2018 0.1065 -1.7332  0.23
H11 -1.8824 0.0295 -1.6915  0.23
H12 -2.7072 2.0138 0.3517  0.24
H13 -3.4568 0.4335 0.6380  0.25
H14 -2.4002 0.9779 1.7587  0.22

Record 2
A molecular structure, C7H14N3O3, computed with ωB97M-V/def2-TZVPD.

## Properties
Total charge: +1
2S+1: 3
<S²>: 2.011
Kohn-Sham gap (spin up / spin down) in eV: 6.3 / 6.0
LUMO (spin up / spin down) in eV: -2.652 / -7.022

Last column: natural (NBO) charge in e.
CARTESIAN COORDINATES (ANGSTROEM)
C1 1.4688 0.9516 0.5237  0.61
C2 1.3769 -0.0439 -0.7507  0.01
C3 -0.8612 0.3919 0.5053  0.98
C4 -0.1038 1.8582 2.3558  -0.40
C5 2.7256 -0.8373 -2.7538  -0.41
C6 -3.0586 0.8727 -0.3781  -0.29
C7 -0.5219 -1.5796 1.7375  -0.28
N1 0.2662 1.0989 1.1000  -0.50
N2 0.1721 -0.4191 -0.9081  -0.42
N3 2.4530 -0.1270 -1.4533  -0.26
O1 2.5169 1.4989 0.7257  -0.61
O2 -1.6258 1.2364 -0.0804  -0.48
O3 -1.3733 -0.6948 1.0385  -0.49
H1 -0.3596 2.7841 1.9752  0.22
H2 -0.8884 1.4769 2.8713  0.21
H3 0.8052 2.0022 3.0707  0.25
H4 1.7334 -0.9549 -3.3691  0.23
H5 3.2713 -0.0178 -3.1835  0.24
H6 3.2642 -1.6466 -2.5067  0.23
H7 -2.9811 0.0951 -1.2631  0.21
H8 -3.4438 1.8539 -0.8382  0.25
H9 -3.4533 0.4380 0.6402  0.24
H10 0.2168 -2.0660 1.1447  0.20
H11 -1.1350 -2.3663 1.9119  0.21
H12 -0.2316 -1.3050 2.7962  0.22
H13 -0.2150 -1.1527 -1.4983  0.39
H14 3.3202 0.2526 -1.0303  0.45

Record 3
2 unconnected molecules or ions with the total composition C7H14N4O, computed with ωB97M-V/def2-TZVPD.

## Properties
SMILES: [H]/N=C(\C=C)NN.C/C=C\C=N\O
Total charge: 0
2S+1: 1
Kohn-Sham gap in eV: 8.6
LUMO in eV: 0.376

Last column: natural (NBO) charge in e.
CARTESIAN COORDINATES (ANGSTROEM)
H1 0.9109 -0.3684 -2.3498  0.36
N1 1.8948 -0.5467 -2.1892  -0.68
C1 2.1157 -0.8163 -0.9713  0.39
C2 1.0720 -0.6475 0.0889  -0.28
C3 1.1628 0.2284 1.0940  -0.35
N2 3.3982 -1.1879 -0.5446  -0.48
N3 3.6283 -1.0140 0.8531  -0.67
H2 0.1459 -1.2136 -0.0579  0.20
H3 0.3048 0.3924 1.7498  0.20
H4 2.0706 0.8064 1.2443  0.22
H5 4.1227 -0.7647 -1.1203  0.38
H6 3.3048 -1.8782 1.3004  0.35
H7 4.6439 -0.9444 0.9636  0.36
C4 -3.6443 0.8188 2.3120  -0.67
C5 -2.4741 1.6571 1.9092  -0.15
C6 -1.8096 1.5176 0.7414  -0.25
C7 -2.1137 0.4807 -0.2388  -0.03
N4 -1.5138 0.5386 -1.3743  -0.07
O1 -1.6905 -0.5708 -2.1685  -0.55
H8 -4.2579 1.3338 3.0780  0.23
H9 -4.2888 0.5793 1.4482  0.22
H10 -3.3805 -0.1937 2.7460  0.22
H11 -2.0975 2.4005 2.6003  0.21
H12 -0.9424 2.1349 0.5287  0.23
H13 -2.8200 -0.3184 0.0260  0.17
H14 -1.8987 -1.3637 -1.6366  0.45